*w*
{
  "formula": "C3H5ClN2O2",
  "method": "ωB97M-V with the def2-TZVPD basis set",
  "lumo_energy_ev": [-1.22, -1.42],
  "orbital_gap_ha": [0.32594, 0.27231],
  "total_charge": 0,
  "elements": ["C", "C", "C", "N", "N", "O", "O", "Cl", "H", "H", "H", "H", "H"],
  "coordinates": [[0.6131, -0.1419, -0.6289], [0.8924, 1.3684, -0.7743], [-0.7902, -0.4251, -0.7775], [1.4659, -1.0649, -0.3410], [-1.0063, -0.2701, 1.9513], [-0.9819, 0.7323, 2.5553], [-1.3942, -1.3960, 2.1052], [-1.4398, -1.9982, -0.4007], [1.1543, 1.5418, -1.8828], [1.8469, 1.4702, -0.2459], [0.2125, 2.0290, -0.3460], [-1.5942, 0.1685, -0.9397], [1.0215, -2.0141, -0.2749]]
}

***

*x*
{
  "formula": "C3H5ClN2O2",
  "method": "ωB97M-V with the def2-TZVPD basis set",
  "lumo_energy_ev": 0.77,
  "smiles": "[H]/N=C(\\CCl)NOC=O",
  "orbital_gap_ha": 0.40259,
  "total_charge": 0,
  "elements": ["C", "C", "C", "H", "H", "H", "H", "H", "N", "N", "O", "O", "Cl"],
  "coordinates": [[-1.1948, -0.3336, 1.2596], [0.2074, -0.5133, 0.7969], [1.9573, 0.1585, -1.4746], [-1.7317, -1.2018, 1.8800], [-1.0183, 0.5158, 2.0292], [0.4232, -2.2308, 1.1788], [-0.0409, 1.2502, -0.0638], [3.0355, -0.5425, -1.6576], [0.9009, -1.5226, 0.7768], [0.6821, 0.6682, 0.4904], [1.9203, 0.4107, -0.0595], [1.0069, 0.4955, -2.2417], [-2.4110, 0.2983, 0.1577]]
}

***

What should be chosen as the most stable of them? Choose *x*.

***

*w*
{
  "formula": "C7H13N2S",
  "method": "ωB97M-V with the def2-TZVPD basis set",
  "lumo_energy_ev": [-5.52, -5.52],
  "orbital_gap_ha": [0.27640, 0.27643],
  "total_charge": 1,
  "elements": ["C", "C", "C", "C", "C", "C", "C", "N", "N", "S", "H", "H", "H", "H", "H", "H", "H", "H", "H", "H", "H", "H", "H"],
  "coordinates": [[-2.5648, 0.1929, 0.9375], [-1.6850, -1.0002, 1.1340], [-1.8920, 1.3490, 0.8563], [-0.3754, -0.9911, 0.7446], [-0.4457, 1.4957, 0.4390], [0.2466, 0.2149, 0.2712], [2.8708, -1.0172, 0.4138], [0.5742, -1.2065, -1.8945], [-0.3599, 2.2492, -0.8007], [1.9400, 0.5544, 0.1990], [-3.6225, 0.2105, 1.1925], [-2.0383, -1.9657, 1.4442], [-2.4780, 2.2465, 0.7605], [0.2468, -1.8966, 0.5195], [0.2025, 2.0946, 1.0901], [2.4560, -1.3970, 1.4156], [3.8571, -0.7039, 0.5953], [2.6902, -1.7454, -0.2886], [1.5077, -0.9891, -2.1978], [0.1012, -0.5423, -2.5481], [0.4428, -2.1666, -2.1833], [-0.6603, 3.1526, -0.6226], [-1.0140, 1.8612, -1.4776]]
}

***

*x*
{
  "formula": "C7H13N2S",
  "method": "ωB97M-V with the def2-TZVPD basis set",
  "lumo_energy_ev": -4.66,
  "orbital_gap_ha": 0.30879,
  "total_charge": 1,
  "elements": ["C", "C", "C", "C", "C", "C", "C", "N", "N", "S", "H", "H", "H", "H", "H", "H", "H", "H", "H", "H", "H", "H", "H"],
  "coordinates": [[0.7973, 0.6779, -1.7564], [0.1966, 0.7709, -2.9436], [-1.3367, 1.2818, -1.1442], [-0.0832, 0.9871, -0.6342], [-1.3765, -0.6148, 1.2172], [1.3065, -0.4326, 1.2279], [-0.0403, -0.8318, 0.5285], [-0.0554, -1.8443, -0.3514], [1.2026, 0.8259, 2.0263], [-1.4614, 1.2801, -2.8256], [1.7352, 0.3424, -1.4233], [0.6183, 0.5095, -3.8761], [-2.2360, 1.4819, -0.5912], [-1.9977, 0.0543, 0.6551], [-1.8949, -1.5680, 1.4170], [-1.1552, -0.1377, 2.1929], [1.5522, -1.3135, 1.8461], [2.1128, -0.4476, 0.5533], [-0.9837, -2.0270, -0.7743], [0.8107, -2.0157, -0.8689], [0.2730, 0.7401, 2.4554], [0.0354, 1.6478, 0.2920], [1.9805, 0.6333, 2.7774]]
}

***

*y*
{
  "formula": "C7H13N2S",
  "method": "ωB97M-V with the def2-TZVPD basis set",
  "lumo_energy_ev": -5.08,
  "orbital_gap_ha": 0.28195,
  "total_charge": 1,
  "elements": ["C", "C", "C", "C", "C", "C", "C", "N", "N", "S", "H", "H", "H", "H", "H", "H", "H", "H", "H", "H", "H", "H", "H"],
  "coordinates": [[-1.0065, -0.5775, 1.3608], [-1.3462, 0.0604, -3.1527], [-0.9126, -0.5850, -2.1142], [-0.4812, 1.3717, 0.0040], [0.7859, 0.7642, -0.3875], [2.0491, 1.1744, 0.1655], [0.9063, -1.8582, 2.1283], [-1.4564, 0.4664, 0.6273], [0.1995, -0.7949, 1.5340], [0.8357, -0.3641, -1.5970], [-1.8944, -1.2076, 1.8392], [-2.3740, 0.0578, -3.2951], [-0.7609, 0.5083, -3.8544], [-1.6959, -1.0537, -1.5198], [-0.2206, 2.1479, 0.7717], [-0.7912, 1.9574, -0.9020], [2.0346, 2.1427, 0.7093], [2.9977, 1.2107, -0.3812], [2.2793, 0.4084, 1.0204], [1.7765, -1.4588, 2.6153], [1.1939, -2.3657, 1.1180], [0.3366, -2.6056, 2.7976], [-2.4551, 0.6010, 0.5127]]
}

***

What should be chosen as the most stable of them? Choose *x*.

***

*w*
{
  "formula": "C6H13N2O2",
  "method": "ωB97M-V with the def2-TZVPD basis set",
  "lumo_energy_ev": -4.66,
  "orbital_gap_ha": 0.22375,
  "total_charge": 1,
  "elements": ["C", "C", "C", "C", "C", "C", "N", "N", "O", "O", "H", "H", "H", "H", "H", "H", "H", "H", "H", "H", "H", "H", "H"],
  "coordinates": [[0.2530, -1.3554, -1.1318], [-2.1419, -0.8523, -0.3376], [0.8704, 0.6258, 0.3316], [-3.5572, -1.1788, -0.4897], [0.2919, 1.7895, -0.4493], [2.6667, 0.4341, 2.0271], [-1.2298, -1.2100, -1.1887], [2.3100, 0.9022, 0.6730], [0.6519, -2.2854, -1.7767], [1.0099, -0.5567, -0.4870], [-1.8171, -0.2964, 0.5378], [-3.7623, -1.7465, -1.3940], [-4.1546, -0.2642, -0.4867], [-3.8899, -1.7457, 0.3840], [0.8450, 2.0008, -1.3718], [0.2957, 2.6781, 0.1757], [-0.7405, 1.5856, -0.7206], [2.0869, 0.9878, 2.7615], [2.4267, -0.6236, 2.1158], [3.7290, 0.5770, 2.2174], [-1.5377, -1.7936, -1.9735], [2.9068, 0.4189, -0.0153], [2.4872, 1.9087, 0.5986]]
}

***

*x*
{
  "formula": "C6H13N2O2",
  "method": "ωB97M-V with the def2-TZVPD basis set",
  "lumo_energy_ev": -4.80,
  "smiles": "[H]/N=[N+](\\OO)C1CCCCC1",
  "orbital_gap_ha": 0.35561,
  "total_charge": 1,
  "elements": ["C", "C", "C", "C", "C", "C", "N", "N", "O", "O", "H", "H", "H", "H", "H", "H", "H", "H", "H", "H", "H", "H", "H"],
  "coordinates": [[2.3448, 0.1422, 0.4517], [1.7270, 1.1883, -0.5332], [1.6775, -1.2526, 0.3437], [0.2573, 1.3473, -0.2806], [0.1501, -1.1293, 0.4717], [-0.2780, -0.1008, -0.5540], [-2.6898, -0.4868, -1.4467], [-2.0031, -0.1892, -0.4791], [-3.7478, 0.1335, 0.9227], [-2.3263, 0.3409, 0.6821], [3.3902, -0.0801, 0.1016], [2.2150, 0.4578, 1.5244], [2.2085, 2.1114, -0.7013], [2.0192, 0.8356, -1.6088], [1.9050, -1.9561, -0.4337], [2.0819, -1.8877, 1.1124], [-0.0468, 1.5120, 0.7586], [-0.2317, 2.1513, -0.8784], [-0.3141, -2.1392, 0.3841], [-0.1538, -0.6819, 1.4135], [-0.2155, -0.3065, -1.6806], [-3.7528, -0.6037, -1.2798], [-4.2169, 0.5935, 1.7097]]
}

***

What should be chosen as the most stable of them? Choose *w*.

***

*w*
{
  "formula": "C3H2BrCl",
  "method": "ωB97M-V with the def2-TZVPD basis set",
  "lumo_energy_ev": -1.20,
  "smiles": "ClC=C=CBr",
  "orbital_gap_ha": 0.31225,
  "total_charge": 0,
  "elements": ["C", "C", "C", "Cl", "Br", "H", "H"],
  "coordinates": [[-1.0394, -0.3511, 0.3279], [0.0800, 0.0110, -0.1651], [1.3546, 0.2261, -0.5131], [2.0107, 1.5980, 0.2163], [-3.2481, -0.0780, 0.0829], [-0.9660, -1.0528, 1.2740], [1.8083, -0.3532, -1.2229]]
}

***

*x*
{
  "formula": "C3H2BrCl",
  "method": "ωB97M-V with the def2-TZVPD basis set",
  "lumo_energy_ev": [-1.55, -2.32],
  "orbital_gap_ha": [0.29911, 0.24677],
  "total_charge": 0,
  "elements": ["C", "C", "C", "Cl", "Br", "H", "H"],
  "coordinates": [[1.8702, -0.3562, -0.5618], [0.7987, -0.2076, -0.0405], [-0.3833, -0.2703, 0.6720], [-2.5899, 2.1630, -0.3911], [-2.0232, -0.4119, -0.3711], [2.8167, -0.4959, -1.1448], [-0.4893, -0.4211, 1.8373]]
}

***

*y*
{
  "formula": "C3H2BrCl",
  "method": "ωB97M-V with the def2-TZVPD basis set",
  "lumo_energy_ev": 0.08,
  "orbital_gap_ha": 0.28532,
  "total_charge": 0,
  "elements": ["C", "C", "C", "Cl", "Br", "H", "H"],
  "coordinates": [[-0.2833, 0.9459, -1.4091], [0.1551, -0.1617, -1.2879], [1.1926, -1.0304, 1.0402], [2.7047, -0.3294, 1.6257], [1.0267, -1.7290, -0.8055], [1.0343, -1.8280, 1.8648], [-0.9446, 1.6212, -1.8593]]
}

***

What should be chosen as the most stable of them? Choose *w*.